The following is a DFT calculation (ωB97M-V/def2-TZVPD) of a molecular structure, C69H78N4O8SSr at a distorted geometry.

The orbital gap is 5.8 eV. The calculation puts the highest occupied orbital energy at -2.465 eV. Its charge is -2. Its energy relative to the best compared isomer or geometry (same formula, charge and spin) is 1.385 eV. Its strongest force on any atom is 1.9 eV/A. The total energy is -106837.613 eV.

```
161
Properties=species:S:1:pos:R:3:mulliken_charge:R:1
Sr -0.5767 -0.7215 -1.2605 0.113
C 0.8259 -0.1097 2.1278 -0.795
O -0.2719 -0.2621 1.2130 1.667
C -1.5155 -0.1536 1.7931 -0.113
C -2.1459 1.0900 1.7898 0.393
C -1.6751 2.2741 0.9399 -1.008
C -0.2088 2.6379 0.9117 -0.175
C 0.3602 3.3894 1.9296 -0.526
C 1.7220 3.6874 1.9722 0.172
C 2.4972 3.1864 0.9231 -0.703
C 1.9737 2.4452 -0.1236 0.434
C 2.8794 1.8545 -1.1958 -0.580
C 3.5703 0.5995 -0.6835 0.977
C 4.7153 0.7126 0.0927 -0.892
C 5.3094 -0.3825 0.7179 -0.234
C 4.6986 -1.6171 0.5612 -0.251
C 3.5477 -1.7938 -0.2097 0.740
C 2.8707 -3.1568 -0.1902 -1.479
C 1.9708 -3.3025 1.0232 0.676
C 2.4882 -3.6586 2.2564 -0.748
C 1.7064 -3.7457 3.4109 -0.005
C 0.3498 -3.4563 3.2623 -0.345
C -0.2106 -3.0816 2.0487 -0.554
C -1.6754 -2.7299 1.9517 -0.914
C -2.1387 -1.3094 2.2789 0.156
C -3.3517 -1.1445 2.9348 -0.303
C -3.9700 0.0979 3.0732 0.269
C -3.3642 1.1915 2.4664 -0.847
C -5.3140 0.1922 3.8016 2.140
C -6.3736 -0.6012 3.0252 -1.689
C -5.7936 1.6366 3.9324 -2.266
C -5.1764 -0.3953 5.2124 -1.793
C 0.5917 -2.9957 0.8794 0.243
O 0.1136 -2.6157 -0.2538 -1.338
C 2.3520 -4.1355 4.7393 2.401
C 3.4468 -3.1193 5.0973 -1.532
C 2.9872 -5.5282 4.6325 -1.866
C 1.3385 -4.1654 5.8827 -2.251
C 3.0325 -0.6809 -0.8676 -0.695
O 1.9437 -0.8023 -1.7040 1.322
C 2.1857 -1.4448 -2.9656 -0.665
C 6.5704 -0.1873 1.5633 2.199
C 7.0416 -1.4907 2.2083 -1.970
C 6.2807 0.8211 2.6821 -1.692
C 7.7027 0.3513 0.6811 -1.865
C 0.5860 2.1416 -0.1614 -0.520
O 0.0780 1.4144 -1.0922 -0.545
C 2.3868 4.4468 3.1197 2.348
C 1.3628 4.9904 4.1150 -2.301
C 3.1965 5.6332 2.5782 -1.811
C 3.3356 3.5072 3.8766 -1.329
H 0.7809 0.8772 2.5916 0.333
H 1.7352 -0.1927 1.5342 -0.244
H 0.8009 -0.9028 2.8751 0.256
H -2.2656 3.1421 1.2487 0.635
H -1.9624 2.0467 -0.0929 0.071
H -0.2969 3.7280 2.7258 0.496
H 3.5701 3.3721 0.9221 0.127
H 3.6415 2.5895 -1.4719 1.096
H 2.2701 1.6272 -2.0719 -0.792
H 5.1392 1.7042 0.2185 0.368
H 5.0957 -2.4906 1.0609 0.439
H 3.6490 -3.9249 -0.1574 0.874
H 2.2675 -3.3113 -1.0806 0.136
H 3.5551 -3.8682 2.3170 0.240
H -0.3124 -3.4936 4.1223 0.515
H -2.2592 -3.4072 2.5802 0.783
H -1.9881 -2.9220 0.9196 -0.351
H -3.8479 -2.0378 3.3005 0.462
H -3.8467 2.1620 2.4793 0.436
H -6.4924 -0.1991 2.0165 0.283
H -7.3410 -0.5417 3.5333 0.504
H -6.1083 -1.6545 2.9253 0.350
H -5.9989 2.0840 2.9575 0.358
H -5.0588 2.2619 4.4459 0.404
H -6.7216 1.6578 4.5103 0.463
H -4.8870 -1.4458 5.1798 0.306
H -6.1287 -0.3238 5.7466 0.464
H -4.4173 0.1444 5.7845 0.378
H 4.2341 -3.1035 4.3400 0.167
H 3.9058 -3.3647 6.0615 0.481
H 3.0273 -2.1124 5.1574 0.333
H 3.7449 -5.5569 3.8467 0.268
H 2.2288 -6.2756 4.3888 0.400
H 3.4640 -5.8102 5.5779 0.481
H 0.8848 -3.1846 6.0420 0.390
H 1.8406 -4.4618 6.8085 0.436
H 0.5356 -4.8799 5.6889 0.389
H 3.2518 -1.4118 -3.1975 0.347
H 1.6226 -0.9050 -3.7261 -0.439
H 1.8266 -2.4725 -2.9494 0.173
H 6.2814 -1.9091 2.8722 0.207
H 7.9386 -1.2979 2.8032 0.428
H 7.2896 -2.2459 1.4590 0.414
H 5.4458 0.4830 3.3000 0.320
H 6.0171 1.7997 2.2776 0.325
H 7.1597 0.9443 3.3227 0.504
H 7.9519 -0.3658 -0.1047 0.384
H 8.6012 0.5344 1.2791 0.462
H 7.4166 1.2886 0.2002 0.297
H 0.6528 5.6640 3.6295 0.426
H 1.8781 5.5470 4.9036 0.432
H 0.7951 4.1865 4.5883 0.378
H 2.5471 6.3207 2.0309 0.414
H 3.9809 5.3031 1.8950 0.269
H 3.6723 6.1821 3.3984 0.463
H 2.7831 2.6607 4.2916 0.336
H 3.8367 4.0327 4.6973 0.489
H 4.0994 3.1035 3.2101 0.011
O -6.7505 -4.2813 0.2294 -0.728
C -5.9872 -4.5187 -0.7348 0.281
O -6.0792 -5.3833 -1.6264 -0.743
C -4.8985 -3.4486 -0.9667 0.254
C -4.9493 -2.2458 -0.2735 -0.823
C -3.9510 -1.3108 -0.4638 -1.370
N -2.9222 -1.4977 -1.2965 1.296
C -2.8968 -2.6364 -2.0190 1.264
C -3.8554 -3.6309 -1.8676 -1.002
C -1.8255 -2.7596 -3.1509 -0.386
O -2.0126 -3.6237 -3.9993 -0.877
O -0.8844 -1.8860 -3.1468 -0.097
H -5.7624 -2.0793 0.4183 0.530
H -3.9562 -0.3699 0.0808 0.774
H -3.8041 -4.5268 -2.4679 0.535
C 0.2830 3.0839 -7.8186 -0.773
N 0.9373 2.6517 -6.6002 0.294
C 2.2141 2.1528 -6.4721 -0.770
C 2.3344 1.7809 -5.1628 -0.443
N 1.1618 2.0248 -4.4885 -0.026
C 0.3584 2.5428 -5.3801 -0.358
H 1.0416 3.3328 -8.5580 0.317
H -0.3134 3.9735 -7.6222 0.319
H -0.3621 2.2999 -8.2128 0.214
H 2.8969 2.1227 -7.3042 0.416
H 3.1876 1.3448 -4.6676 0.459
H -0.6590 2.8639 -5.2075 0.240
N -2.0917 0.8723 -3.0037 0.505
S -3.1556 0.2192 -3.9469 0.664
C -4.4424 1.4049 -4.3299 0.043
C -4.1397 2.6770 -4.7984 0.200
C -5.1529 3.6060 -4.9543 -0.747
C -6.4662 3.2650 -4.6317 -0.415
C -6.7594 1.9981 -4.1533 -0.766
C -5.7401 1.0614 -3.9967 -0.494
C -2.4797 0.1008 -5.6152 0.028
C -1.1474 -0.2827 -5.6971 0.396
C -0.5560 -0.4266 -6.9444 -0.476
C -1.2914 -0.1928 -8.0993 -0.940
C -2.6290 0.1742 -8.0092 -0.505
C -3.2302 0.3159 -6.7648 -0.543
H -1.5457 1.6287 -3.4184 -0.192
H -3.1129 2.9345 -5.0349 0.207
H -4.9241 4.5992 -5.3213 0.391
H -7.2567 3.9966 -4.7442 0.365
H -7.7760 1.7344 -3.8909 0.410
H -5.9508 0.0708 -3.6086 0.573
H -0.6050 -0.5033 -4.7876 -0.181
H 0.4798 -0.7384 -7.0051 0.432
H -0.8280 -0.3144 -9.0719 0.357
H -3.2104 0.3471 -8.9069 0.424
H -4.2764 0.5889 -6.6981 0.440
```